No. 1
Entry from the OMol25 dataset: 3 unconnected molecules or ions with the total composition C24H45NO9S3 (ωB97M-V with the def2-TZVPD basis set).

Last column: Mulliken charge in e.
Element x y z (Å)
C (-0.48, 7.31, 5.38)  -1.0494
C (-1.25, 6.17, 4.57)  -0.4135
C (-0.24, 5.04, 4.14)  -0.8327
C (-0.95, 4.07, 3.11)  -0.3565
C (-0.97, 2.54, 3.58)  -0.5148
C (-0.51, 1.62, 2.38)  0.5894
C (-1.27, 1.87, 1.02)  -1.4271
C (-0.56, 0.95, -0.09)  1.6033
C (-0.22, 1.88, -1.34)  -1.4301
C (1.22, 1.57, -1.93)  -0.2035
C (2.40, 1.90, -0.93)  -0.4227
C (3.40, 0.68, -0.99)  0.4916
C (4.80, 0.81, -1.38)  -0.7117
C (5.64, -0.39, -1.41)  -0.4060
C (5.18, -1.71, -1.03)  -0.4877
C (3.78, -1.85, -0.64)  -0.6212
C (2.94, -0.67, -0.65)  0.0275
O (-1.52, -0.06, -0.45)  -0.5394
S (-1.60, -1.28, 0.71)  0.6933
O (-0.31, -1.97, 0.53)  -0.5786
O (-1.73, -0.63, 2.23)  -0.2395
C (-0.55, 0.05, 2.70)  0.0084
N (-0.55, -0.11, 4.20)  -0.7319
H (-0.29, 8.22, 4.74)  0.2798
H (-1.11, 7.64, 6.24)  0.2967
H (0.52, 6.96, 5.72)  0.3015
H (-1.63, 6.68, 3.63)  0.2530
H (-2.14, 5.77, 5.11)  0.3337
H (0.23, 4.50, 5.00)  0.3675
H (0.59, 5.57, 3.59)  0.2676
H (-0.38, 4.16, 2.14)  0.1765
H (-2.01, 4.35, 2.89)  0.3434
H (-0.22, 2.44, 4.41)  0.2941
H (-1.99, 2.21, 3.92)  0.2110
H (0.58, 1.87, 2.18)  0.0573
H (-1.33, 2.94, 0.71)  0.5250
H (-2.34, 1.52, 1.09)  0.1464
H (0.43, 0.56, 0.25)  -0.4308
H (-0.21, 2.97, -1.07)  0.3573
H (-0.98, 1.75, -2.16)  0.3672
H (1.23, 0.52, -2.31)  -0.2120
H (1.37, 2.25, -2.82)  0.4731
H (2.96, 2.83, -1.21)  0.4237
H (2.04, 2.06, 0.13)  0.0554
H (5.21, 1.81, -1.65)  0.3202
H (6.70, -0.30, -1.73)  0.3381
H (5.80, -2.63, -1.03)  0.3529
H (3.31, -2.81, -0.33)  0.3911
H (1.87, -0.79, -0.38)  0.3377
H (0.43, -0.37, 2.36)  0.3201
H (0.33, 0.34, 4.50)  0.2752
H (-0.35, -1.11, 4.32)  0.3334
O (-6.30, -4.37, -0.81)  -0.6358
S (-7.09, -4.37, 0.39)  1.2381
O (-8.08, -3.37, 0.64)  -0.6067
O (-6.11, -4.46, 1.66)  -0.2866
C (-5.06, -3.49, 1.77)  -0.3503
C (-5.58, -2.16, 2.28)  -0.9031
C (-7.83, -5.97, 0.58)  -0.9348
H (-4.54, -3.37, 0.82)  0.3702
H (-4.34, -3.89, 2.49)  0.2476
H (-6.22, -1.68, 1.54)  0.3009
H (-4.75, -1.48, 2.49)  0.2406
H (-6.16, -2.29, 3.19)  0.3072
H (-7.06, -6.73, 0.45)  0.3116
H (-8.60, -6.07, -0.18)  0.3682
H (-8.28, -6.03, 1.57)  0.3166
O (4.89, -1.82, -4.33)  -0.5763
S (3.71, -2.28, -5.00)  1.1878
O (3.09, -3.53, -4.67)  -0.6445
O (3.97, -2.23, -6.59)  -0.2845
C (5.12, -2.90, -7.11)  -0.3246
C (4.90, -4.40, -7.21)  -0.9879
C (2.49, -1.01, -4.93)  -0.6986
H (6.00, -2.67, -6.51)  0.2971
H (5.29, -2.49, -8.11)  0.2814
H (4.82, -4.85, -6.22)  0.2938
H (5.73, -4.87, -7.74)  0.3927
H (3.97, -4.62, -7.74)  0.2584
H (2.95, -0.07, -5.24)  0.3263
H (2.14, -0.94, -3.90)  0.0575
H (1.67, -1.28, -5.59)  0.4343

highest occupied orbital energy: -8.69 eV
E_tot: -78037.4464 eV
LUMO energy: 0.58 eV
charge: 0
orbital gap: 0.3410 hartree

---

No. 2
Entry from the OMol25 dataset: a molecular structure, C23H44F9N4O7P2SSbSe4Ti (ωB97M-V with the def2-TZVPD basis set).

Last column: Mulliken charge in e.
Element x y z (Å)
Ti (-1.59, 0.14, 0.47)  0.4771
C (0.67, -4.03, 0.04)  -1.0062
C (1.44, -3.44, 1.20)  1.0982
C (2.60, -4.34, 1.59)  -1.6732
O (1.97, -2.18, 0.79)  -0.1766
P (1.51, -0.57, 1.28)  -0.6196
O (-0.09, -0.57, 1.38)  0.4023
C (1.75, 1.66, 1.36)  -0.2479
P (0.59, 2.21, 0.21)  -0.2922
O (-0.88, 1.87, 0.62)  -0.4794
O (0.75, 1.19, -1.04)  0.7268
C (1.95, 1.26, -1.87)  0.7351
C (1.60, 1.91, -3.19)  -0.2289
C (2.53, -0.13, -2.08)  -0.5925
O (0.72, 3.53, -0.64)  -0.1435
C (1.37, 4.83, -0.52)  0.5357
C (1.26, 5.47, -1.89)  -1.4234
C (2.82, 4.69, -0.09)  -1.1092
O (1.81, -0.77, 2.90)  -0.0125
C (3.09, -0.97, 3.48)  0.5654
C (4.26, -0.71, 2.54)  -1.2756
C (3.16, -0.07, 4.70)  -1.4822
H (0.31, -5.03, 0.28)  0.4788
H (1.33, -4.09, -0.84)  0.2735
H (-0.16, -3.39, -0.21)  -0.2803
H (0.78, -3.31, 2.06)  0.2165
H (3.22, -4.55, 0.71)  0.3218
H (2.24, -5.29, 2.01)  0.4047
H (3.23, -3.84, 2.34)  0.3040
H (2.76, 1.92, 1.04)  0.5080
H (1.53, 2.02, 2.38)  0.3110
H (2.69, 1.87, -1.35)  -0.1531
H (0.96, 1.24, -3.76)  -0.4912
H (2.52, 2.10, -3.76)  0.3923
H (1.06, 2.84, -3.05)  -0.1019
H (1.85, -0.73, -2.69)  -0.3048
H (2.68, -0.64, -1.13)  0.0996
H (3.49, -0.03, -2.60)  0.4245
H (0.82, 5.40, 0.22)  0.3468
H (1.95, 5.01, -2.61)  0.3287
H (1.50, 6.54, -1.80)  0.4605
H (0.24, 5.38, -2.29)  0.2470
H (3.35, 3.98, -0.74)  0.1750
H (2.87, 4.36, 0.95)  0.1803
H (3.31, 5.67, -0.16)  0.4514
H (3.14, -2.02, 3.80)  0.1021
H (4.28, 0.34, 2.23)  0.2237
H (4.18, -1.33, 1.64)  0.2902
H (5.20, -0.95, 3.04)  0.4765
H (3.09, 0.98, 4.39)  0.2547
H (4.10, -0.22, 5.24)  0.4146
H (2.32, -0.29, 5.37)  0.2938
N (-0.96, 0.88, 4.08)  -0.6687
N (-1.37, 2.14, 3.64)  0.3427
C (-2.32, 2.32, 2.75)  0.4545
N (-2.57, 3.56, 2.37)  -0.1468
S (-3.25, 1.02, 2.06)  -0.4156
H (-0.28, 1.04, 4.81)  0.3395
H (-0.49, 0.37, 3.34)  -0.0966
H (-0.66, 2.92, 3.67)  -0.0913
H (-1.83, 4.25, 2.52)  0.1268
H (-3.22, 3.72, 1.61)  0.0253
Se (-4.25, 4.60, -0.75)  -0.7982
Sb (-2.47, 3.13, -1.59)  1.3060
Se (-3.12, 0.68, -1.27)  -0.6326
Se (0.70, 4.34, 2.71)  -0.8610
Se (-2.07, 3.55, -3.97)  -0.7265
C (-1.39, -0.36, -4.80)  -1.4801
C (-1.34, -1.68, -4.02)  2.3566
C (-0.30, -2.63, -4.63)  -1.8254
C (-2.73, -2.32, -4.03)  -1.6326
C (-0.95, -1.42, -2.62)  -0.9112
N (-0.65, -1.25, -1.52)  0.5306
H (-1.80, -0.56, -5.80)  0.4613
H (-0.40, 0.09, -4.92)  0.1921
H (-2.03, 0.37, -4.31)  0.1727
H (-0.59, -2.87, -5.65)  0.4344
H (-0.23, -3.55, -4.05)  0.3524
H (0.68, -2.16, -4.65)  0.3714
H (-3.01, -2.55, -5.06)  0.4946
H (-3.46, -1.62, -3.62)  0.3248
H (-2.76, -3.23, -3.43)  0.2633
F (-2.44, -2.18, 3.06)  -0.1122
C (-3.61, -2.51, 2.54)  0.2463
F (-3.86, -3.79, 2.90)  -0.2916
F (-4.57, -1.77, 3.11)  -0.2627
C (-3.57, -2.34, 0.95)  1.0193
O (-2.57, -1.49, 0.53)  -0.0901
C (-3.31, -3.76, 0.32)  0.0577
F (-2.87, -3.64, -0.94)  -0.0529
F (-2.40, -4.45, 1.01)  -0.2513
F (-4.42, -4.53, 0.27)  -0.3173
C (-5.01, -1.90, 0.46)  0.0556
F (-5.14, -2.15, -0.86)  -0.2306
F (-5.26, -0.62, 0.68)  -0.1703
F (-5.96, -2.62, 1.10)  -0.2889

highest occupied orbital energy (spin up / spin down): -1.22 / -1.12 eV
E_tot: -389775.7318 eV
LUMO energy (spin up / spin down): 4.01 / 3.47 eV
energy relative to the best compared isomer or geometry (same formula, charge and spin): 43.1 kcal/mol
charge: -2
orbital gap (spin up / spin down): 0.1922 / 0.1687 hartree
spin multiplicity: 3

---

No. 3
Entry from the OMol25 dataset: 2 unconnected molecules or ions with the total composition C15H35BIN4O7P2 (ωB97M-V with the def2-TZVPD basis set).

Last column: Mulliken charge in e.
Element x y z (Å)
C (0.21, 1.93, -3.52)  -0.6674
C (-0.98, 2.60, -2.63)  -0.6803
C (-1.19, 1.99, -1.13)  0.0360
C (0.04, 2.24, -0.08)  0.8602
C (1.09, 3.43, -0.62)  -1.2784
C (0.98, 0.95, 0.24)  -0.9222
N (1.36, 0.13, -1.02)  0.1346
C (2.14, -1.12, -0.58)  -0.1597
P (3.25, -1.84, -1.98)  0.3106
N (3.81, -0.45, -2.99)  -0.6485
O (4.68, -2.61, -1.35)  -0.5127
C (1.07, -2.18, 0.07)  0.2797
C (1.85, -3.40, 0.82)  -1.0742
B (2.74, -3.01, 2.14)  0.2643
O (2.26, -2.91, 3.53)  -0.5541
O (4.19, -2.67, 1.92)  -0.5237
P (-0.05, -3.06, -1.26)  0.0994
O (0.12, -2.33, -2.83)  -0.4829
I (0.69, -5.41, -1.64)  -0.0262
N (0.04, -1.45, 0.96)  0.4738
N (-1.25, -1.45, 0.40)  -0.2385
C (-2.14, -2.07, 1.29)  0.5509
O (-2.78, -2.82, 2.19)  -0.4326
C (0.51, -0.07, 1.42)  0.3705
C (-0.44, 0.59, 2.60)  -1.2999
O (-1.79, 0.96, 2.21)  -0.0217
C (-2.29, 2.03, 3.12)  -0.4803
C (-3.70, 2.57, 2.40)  -0.5741
H (0.36, 2.63, -4.47)  0.3304
H (1.26, 1.88, -2.99)  0.0159
H (-0.01, 0.86, -3.94)  0.1831
H (-0.86, 3.79, -2.66)  0.2913
H (-1.99, 2.40, -3.23)  0.3644
H (-2.19, 2.48, -0.70)  -0.0051
H (-1.46, 0.84, -1.28)  -0.0465
H (-0.45, 2.75, 0.88)  0.0378
H (1.60, 3.83, 0.39)  0.3989
H (0.54, 4.35, -1.08)  0.3204
H (1.97, 3.00, -1.26)  0.2188
H (2.03, 1.41, 0.57)  0.3384
H (0.44, -0.23, -1.34)  0.1276
H (2.92, -0.71, 0.22)  0.1508
H (4.01, 0.34, -2.30)  0.2604
H (4.77, -0.70, -3.36)  0.3083
H (5.33, -2.61, -2.14)  0.2886
H (1.10, -4.26, 1.17)  0.4006
H (2.65, -3.82, 0.03)  0.3186
H (2.53, -1.97, 3.81)  0.3522
H (4.20, -1.67, 1.75)  0.3765
H (0.53, -2.99, -3.50)  0.3642
H (-0.07, -2.01, 1.86)  0.7700
H (1.51, -0.31, 2.02)  0.1502
H (-0.36, -0.15, 3.52)  0.3176
H (0.13, 1.58, 2.95)  0.4237
H (-1.55, 2.93, 3.25)  0.3248
H (-2.58, 1.65, 4.18)  0.3120
H (-4.56, 1.95, 2.90)  0.2784
H (-3.57, 2.32, 1.24)  -0.0313
H (-3.74, 3.72, 2.61)  0.2967
C (-4.95, -0.92, -0.66)  -0.5245
O (-4.91, 0.40, -0.16)  -0.5028
H (-5.80, -1.01, -1.35)  0.2951
H (-4.02, -1.13, -1.20)  0.1905
H (-5.08, -1.63, 0.16)  0.2293
H (-4.15, 0.45, 0.45)  0.2721

highest occupied orbital energy: -11.13 eV
E_tot: -63754.5191 eV
LUMO energy: -5.08 eV
charge: +1
orbital gap: 0.2225 hartree

---

No. 4
Entry from the OMol25 dataset: a single C3H4F2O molecule (ωB97M-V with the def2-TZVPD basis set).

Last column: Mulliken charge in e.
Element x y z (Å)
C (1.47, -0.44, 0.07)  -0.5844
C (-0.53, 1.07, -0.12)  0.0164
C (-1.46, 0.09, -0.03)  0.3556
H (2.55, -0.41, 0.37)  0.2947
H (1.33, -1.36, -0.61)  0.2586
H (0.81, -0.97, 1.10)  0.2398
H (-1.12, 2.12, -0.09)  0.2458
O (0.81, 0.92, -0.35)  -0.3733
F (-1.04, -1.17, -0.37)  -0.2240
F (-2.82, 0.15, 0.02)  -0.2292

highest occupied orbital energy: -9.08 eV
E_tot: -10654.6492 eV
LUMO energy: 0.84 eV
energy relative to the best compared isomer or geometry (same formula, charge and spin): 76.3 kcal/mol
charge: 0
SMILES: COC=C(F)F
orbital gap: 0.3647 hartree